# C40H90F2N7O7S2

7 unconnected molecules or ions with the total composition C40H90F2N7O7S2 at a distorted geometry (wB97M-V/def2-TZVPD, OMol25).

The max |F| comes out at 12.32 eV Å⁻¹. As for the charge: +3. The LUMO energy comes out at -5.05 eV. For the energy above the lowest of the compared OMol25 structures with the same formula, charge and spin, the calculation gives 181.0 kcal/mol. The value obtained for the energy is -94773.655 eV. The HOMO energy comes out at -0.33268 Ha.

Structure (XYZ):
```
148
Properties=species:S:1:pos:R:3:forces:R:3
C 4.9471 -4.4807 -2.1596 -0.39 -0.36 -0.89
C 5.0527 -4.4013 -0.6452 -0.08 -1.24 0.32
C 4.3229 -5.5308 0.1105 -0.24 -0.42 0.42
N 4.4751 -5.4640 1.6674 1.01 -0.74 1.14
C 4.0441 -4.0887 2.2060 0.66 -0.73 -1.79
C 3.7275 -6.5984 2.3840 -2.07 0.82 -1.18
C 4.3253 -6.8213 3.7448 -1.14 0.43 0.30
C 5.7682 -6.5698 3.5190 1.79 -0.64 0.23
C 5.9293 -5.7963 2.2246 -0.24 1.38 -0.74
H 5.2673 -5.4433 -2.5584 -0.13 -0.20 0.19
H 5.5564 -3.7696 -2.7173 0.30 0.27 0.60
H 3.9465 -4.2796 -2.5422 -0.23 -0.23 0.28
H 4.5675 -3.4803 -0.3219 0.76 0.27 0.15
H 6.0978 -4.5828 -0.3945 0.22 1.04 0.27
H 4.6276 -6.5571 -0.0944 0.52 0.19 -0.36
H 3.2702 -5.5275 -0.1722 -0.30 0.20 0.64
H 3.1985 -3.7622 1.6007 -0.41 -0.28 0.45
H 4.8566 -3.4585 1.8442 -0.01 0.32 0.79
H 3.8578 -4.0779 3.2799 0.21 -0.13 -0.26
H 2.7145 -6.1980 2.4233 -0.27 -0.52 0.09
H 3.7014 -7.4730 1.7339 0.32 0.05 0.00
H 3.8616 -6.1268 4.4454 0.15 0.11 0.10
H 4.1178 -7.8146 4.1428 -0.04 0.02 -0.26
H 6.3190 -6.1084 4.3386 -0.34 0.28 0.04
H 6.2645 -7.5352 3.4205 0.08 -0.02 -0.24
H 6.3980 -4.8248 2.3813 0.10 -0.13 -0.11
H 6.5284 -6.3476 1.4999 -0.46 0.08 -0.29
C 9.1771 6.0619 4.6975 1.20 -0.13 1.20
C 7.7274 6.0765 4.3835 -1.03 0.38 0.09
C 7.0852 4.7126 4.6808 -0.42 0.67 -0.69
N 5.5668 4.6955 4.3522 0.09 -1.77 0.82
C 4.8552 5.6701 5.3641 -0.44 -0.24 -2.19
C 4.9841 3.2248 4.5361 0.42 1.00 -0.68
C 3.8392 3.0376 3.4743 0.49 1.31 0.25
C 3.8779 4.3589 2.5773 0.07 -0.73 1.29
C 5.3127 4.8930 2.8541 -1.51 0.92 0.58
H 9.6794 7.0005 4.4631 0.08 -0.32 -0.84
H 9.6776 5.1482 4.3770 0.32 0.36 -0.49
H 9.3228 6.0811 5.7775 -0.25 -0.36 0.31
H 7.5251 6.3807 3.3565 0.16 -0.27 -0.19
H 7.3416 6.9017 4.9820 -0.59 -0.22 0.17
H 7.2463 4.3845 5.7077 -0.35 0.17 0.10
H 7.5765 3.9746 4.0467 -0.27 -0.12 -0.15
H 4.9652 6.6889 4.9925 0.77 -0.02 0.31
H 5.1942 5.5025 6.3864 0.18 -0.04 -0.37
H 3.7740 5.5667 5.2724 0.03 -0.72 0.18
H 4.8094 3.1321 5.6080 -0.46 -0.24 -0.26
H 5.7703 2.5329 4.2343 0.29 0.29 0.34
H 2.8685 2.9158 3.9549 0.09 -0.10 -0.19
H 4.0853 2.1708 2.8609 -0.20 0.00 0.18
H 3.0441 4.9933 2.8782 0.40 0.41 0.32
H 3.6537 4.1697 1.5275 0.57 -0.19 0.00
H 5.4802 5.9583 2.6954 -0.10 -0.20 -0.54
H 5.9625 4.2597 2.2502 0.55 0.22 0.50
C 0.5448 2.7156 -12.0134 0.31 -0.18 0.02
C 0.5067 2.0611 -10.6212 -1.52 -0.42 -0.14
C -0.9883 1.6578 -10.2070 2.24 0.24 1.66
N -1.0555 0.7375 -8.9439 -2.07 -0.71 1.02
C -2.5740 0.7148 -8.5503 1.10 0.80 -1.00
C -0.2092 1.1811 -7.7249 -0.52 -0.02 -0.41
C 0.9739 0.2437 -7.7655 0.46 0.18 -0.13
C 0.2939 -1.0920 -8.0635 1.14 0.81 0.06
C -0.6694 -0.7024 -9.1757 -0.01 -0.57 -0.33
H 1.5223 3.1853 -12.1224 -0.11 0.19 -0.07
H -0.2325 3.4479 -12.2318 0.02 0.07 0.34
H 0.4987 1.9675 -12.8049 -0.14 -0.13 0.09
H 0.9205 2.7215 -9.8591 -0.17 0.10 -0.01
H 1.1817 1.2068 -10.6712 -0.24 -0.25 0.13
H -1.5734 1.2056 -11.0078 0.10 -0.05 0.18
H -1.4605 2.5360 -9.7666 -0.21 0.25 -0.79
H -2.8786 -0.0770 -7.8659 0.65 0.15 0.20
H -3.0859 0.5494 -9.4983 -0.19 0.12 0.16
H -2.7628 1.7226 -8.1804 -0.37 -0.24 0.13
H -0.7478 0.9394 -6.8086 -0.49 -0.02 -0.22
H -0.1276 2.2677 -7.7536 0.51 -0.12 -0.18
H 1.4519 0.1246 -6.7931 0.28 0.58 -0.17
H 1.6701 0.5138 -8.5595 0.23 0.06 0.25
H -0.0643 -1.3668 -7.0713 -1.03 -0.56 -0.50
H 1.0542 -1.8228 -8.3388 -0.33 -0.12 -0.26
H -1.5564 -1.3355 -9.1959 -0.01 0.21 -0.17
H -0.2280 -0.6852 -10.1722 0.34 -0.52 0.18
C -7.6877 -5.7089 4.2511 0.69 -0.09 -0.30
C -6.7767 -4.6414 4.8908 0.14 0.54 -0.95
C -5.3020 -4.4759 4.3257 -0.81 -1.25 0.48
N -4.4356 -3.4301 5.0499 0.18 1.34 -0.01
C -4.7203 -2.0367 4.4350 1.31 -0.26 0.62
C -4.5642 -3.3645 6.5555 -0.58 -1.94 0.11
C -3.9035 -4.7398 6.9943 -0.36 1.63 0.64
C -2.7624 -4.9886 6.0122 -1.06 -0.08 -0.75
C -2.9556 -3.8149 5.0245 1.18 -0.90 -1.07
H -8.0306 -5.4318 3.2542 0.48 -0.18 -0.19
H -8.6177 -5.7952 4.8130 0.25 -0.02 0.35
H -7.1602 -6.6626 4.2621 -0.34 -0.18 -0.31
H -6.7502 -4.9221 5.9437 0.22 0.53 0.09
H -7.3557 -3.7396 4.6915 0.33 0.51 0.71
H -5.1885 -4.3026 3.2555 -0.46 0.59 0.03
H -4.8381 -5.4597 4.3968 0.34 0.09 0.51
H -4.2490 -1.9316 3.4578 -0.56 -0.61 -0.28
H -4.1602 -1.3008 5.0119 -0.09 -0.15 0.44
H -5.7726 -1.7560 4.4811 0.08 -0.55 -0.18
H -4.0402 -2.4555 6.8509 0.20 -0.34 0.17
H -5.5932 -3.3028 6.9097 -0.01 0.11 -0.36
H -3.6367 -4.6101 8.0432 0.12 -0.41 -0.04
H -4.5777 -5.5866 6.8657 -0.43 0.44 0.46
H -1.7530 -5.0650 6.4163 -0.17 0.30 -0.04
H -3.0281 -5.9468 5.5657 0.64 0.06 -0.37
H -2.2531 -3.0619 5.3816 -0.90 0.88 0.07
H -2.6252 -3.9977 4.0020 -0.36 -0.31 -0.12
C -1.2973 5.9824 -2.4616 0.68 1.20 0.70
C -2.5520 6.2873 -1.6368 0.24 -2.76 0.46
C -3.2670 4.9129 -1.3544 -0.82 1.34 -2.06
N -4.6862 5.1331 -0.9441 -1.95 0.67 2.61
C -5.5892 5.8890 -1.9292 1.74 -0.98 -0.80
C -4.7105 5.9942 0.3471 -1.41 -0.87 0.79
C -5.9854 5.5385 1.0879 -0.40 0.51 -0.35
C -6.0427 4.0360 0.8241 0.80 1.13 0.11
C -5.4493 3.8012 -0.5525 0.00 0.30 -0.28
H -1.4446 5.8688 -3.5356 -0.21 -0.16 0.18
H -0.6682 5.1907 -2.0547 -0.40 -0.39 -0.08
H -0.6779 6.8636 -2.2947 0.23 0.14 -0.53
H -3.1614 7.0176 -2.1692 -0.02 -0.05 0.46
H -2.2647 6.5349 -0.6149 0.10 1.12 -0.31
H -2.7512 4.3245 -0.5956 -0.18 0.08 -0.03
H -3.3405 4.3572 -2.2892 0.22 -0.32 0.07
H -6.6482 5.9740 -1.6852 0.33 -0.45 0.58
H -5.4340 5.2386 -2.7899 -0.57 0.60 -0.58
H -5.1750 6.8855 -2.0825 -0.09 -0.24 -0.10
H -4.7719 7.0704 0.1853 0.52 -0.22 -0.55
H -3.8667 5.7208 0.9806 0.21 0.09 -0.32
H -6.9110 6.0334 0.7942 0.15 0.16 -0.76
H -5.9663 5.8402 2.1352 0.48 -0.45 0.16
H -7.0686 3.6706 0.8699 0.46 -0.51 0.60
H -5.2485 3.6732 1.4767 -0.92 -0.92 0.65
H -6.2074 3.5606 -1.2978 0.20 0.44 -0.23
H -4.8069 2.9232 -0.4862 0.55 0.43 -0.46
N -2.2981 -7.3866 0.6101 -4.59 0.77 -4.09
O -2.0092 -6.3542 0.0146 0.89 1.80 -1.22
O -3.3002 -8.0468 0.2158 0.08 -0.28 -0.15
O -1.7299 -7.7028 1.5715 3.78 -2.09 5.77
N -2.3699 -0.1930 -2.2022 -5.67 -1.17 -2.35
S -3.3008 -1.5786 -2.2819 -5.92 -0.71 -2.91
O -3.9648 -2.0802 -1.0894 2.10 0.69 -1.17
O -2.9352 -2.4619 -3.3775 -0.11 1.28 2.00
F -4.5758 -0.7583 -2.9178 0.65 -0.14 0.00
S -1.2690 -0.8734 -1.5288 10.57 -0.09 6.33
O -0.4000 -1.8375 -2.2059 -2.15 0.37 1.07
O -1.3829 -0.9210 -0.0328 0.16 -0.52 -3.36
F -0.2840 0.4079 -1.7300 0.45 0.74 0.45
```
Forces are in eV/Å.

These are the Löwdin partial charges, in e, on atoms 1 to 8: -0.094, -0.224, -0.097, -0.216, 0.033, -0.103, -0.162, -0.169